No. 1
Here is a structure of composition C30H19ClN6O8Rh from OMol25. Energies are from wB97M-V/def2-TZVPD.

Geometry (Å):
Rh (-1.687, 1.007, -0.684)
O (-1.302, 5.961, 2.234)
C (-1.859, 5.053, 3.017)
O (-2.224, 5.297, 4.132)
C (-2.018, 3.672, 2.453)
C (-2.550, 2.580, 3.131)
Cl (-3.234, 2.560, 4.670)
N (-2.510, 1.491, 2.308)
N (-2.025, 1.879, 1.123)
C (-1.707, 3.155, 1.188)
C (-1.082, 3.684, -0.061)
O (-0.665, 4.812, -0.159)
O (-1.001, 2.800, -1.035)
C (-2.795, 0.105, 2.538)
C (-2.741, -0.427, 3.817)
C (-3.030, -1.772, 4.009)
C (-3.359, -2.590, 2.942)
C (-3.369, -2.065, 1.657)
C (-3.085, -0.726, 1.459)
H (-1.054, 5.638, 1.340)
H (-2.464, 0.178, 4.664)
H (-2.989, -2.175, 5.011)
H (-3.590, -3.633, 3.106)
H (-3.601, -2.692, 0.807)
H (-3.065, -0.347, 0.439)
O (-3.116, 1.463, -2.341)
C (-2.440, 0.655, -3.025)
O (-1.495, 0.023, -2.400)
C (-2.662, 0.417, -4.458)
C (-3.657, 1.126, -5.130)
C (-3.859, 0.912, -6.483)
C (-3.078, -0.009, -7.166)
C (-2.097, -0.697, -6.473)
C (-1.866, -0.503, -5.128)
N (-1.258, -1.675, -7.197)
O (-1.542, -1.903, -8.352)
O (-0.329, -2.166, -6.589)
H (-4.258, 1.839, -4.583)
H (-4.626, 1.462, -7.010)
H (-3.215, -0.200, -8.220)
H (-1.084, -1.051, -4.624)
N (4.977, -0.593, 1.369)
C (5.903, -1.474, 1.880)
C (7.267, -1.359, 2.138)
C (7.883, -2.475, 2.662)
C (7.176, -3.665, 2.921)
C (5.830, -3.773, 2.664)
C (5.182, -2.652, 2.133)
N (3.862, -2.481, 1.785)
C (3.778, -1.256, 1.339)
C (2.528, -0.680, 0.864)
C (2.413, 0.622, 0.379)
C (1.188, 1.091, -0.039)
N (0.090, 0.328, 0.000)
C (0.186, -0.936, 0.448)
C (1.373, -1.468, 0.883)
H (5.160, 0.353, 1.085)
H (7.816, -0.449, 1.941)
H (8.942, -2.438, 2.880)
H (7.713, -4.510, 3.331)
H (5.281, -4.683, 2.859)
H (3.260, 1.289, 0.312)
H (1.075, 2.088, -0.440)
H (-0.720, -1.529, 0.443)
H (1.426, -2.487, 1.238)

**HOMO energy**: -0.40723 Eh
**2S+1**: 1
**Gap between HOMO and LUMO**: 5.94 eV
**Maximum force**: 0.613 eV/Å
**Total charge**: +1

Löwdin atomic charge list, values in e, 2 entries:
1. Rh 1.287
2. O 0.159

No. 2
Here is a structure of composition C30H19CoN8O2 in a non-equilibrium geometry from OMol25. Energies are from wB97M-V/def2-TZVPD.

Geometry (Å):
Co (-1.048, 1.088, 0.108)
C (0.856, 0.332, -4.213)
C (1.718, -0.826, -3.815)
C (1.848, -1.645, -1.779)
C (0.935, -0.891, -0.788)
N (-0.046, 0.643, -1.985)
C (0.060, 0.982, -3.374)
N (0.972, -1.362, 0.508)
C (0.302, -0.938, 1.520)
N (-0.615, 0.091, 1.565)
C (-1.117, 0.227, 2.825)
N (-1.996, 1.080, 3.239)
C (-2.575, 2.010, 2.417)
C (-3.517, 2.881, 2.994)
C (-4.135, 3.838, 2.228)
C (-3.819, 3.938, 0.871)
C (-2.895, 3.065, 0.359)
N (-2.283, 2.123, 1.102)
C (-0.479, -0.785, 3.682)
C (-0.634, -1.065, 5.023)
C (0.128, -2.105, 5.550)
C (1.005, -2.827, 4.749)
C (1.156, -2.540, 3.396)
C (0.401, -1.508, 2.876)
H (0.887, 0.643, -5.249)
H (2.280, -1.185, -4.670)
H (2.408, -2.433, -1.286)
H (-0.550, 1.814, -3.703)
H (-3.723, 2.760, 4.047)
H (-4.859, 4.511, 2.667)
H (-4.285, 4.677, 0.236)
H (-2.618, 3.101, -0.691)
H (-1.322, -0.492, 5.629)
H (0.034, -2.354, 6.598)
H (1.583, -3.629, 5.189)
H (1.837, -3.099, 2.769)
O (4.075, -2.205, -3.397)
N (4.046, -1.094, -2.907)
O (5.020, -0.429, -2.635)
C (2.669, -0.586, -2.579)
C (1.026, -2.005, -3.048)
C (-0.386, -1.826, -2.641)
C (-1.410, -2.711, -2.791)
C (-2.559, -2.578, -1.996)
C (-2.623, -1.545, -1.051)
N (-1.688, -0.642, -0.907)
C (-0.481, -0.754, -1.637)
C (1.212, 0.682, -1.154)
N (0.974, 1.638, -0.135)
C (1.933, 2.432, 0.254)
C (3.183, 2.488, -0.376)
C (3.477, 1.602, -1.425)
C (2.537, 0.692, -1.818)
H (1.236, -2.977, -3.484)
H (-1.316, -3.539, -3.483)
H (-3.389, -3.261, -2.103)
H (-3.503, -1.427, -0.428)
H (1.694, 3.109, 1.067)
H (3.922, 3.203, -0.048)
H (4.456, 1.614, -1.871)

**HOMO energy (alpha / beta)**: -0.38385 / -0.40060 Eh
**2S+1**: 4
**Gap between HOMO and LUMO (alpha / beta)**: 7.27 / 5.75 eV
**Maximum force**: 1.050 eV/Å
**Expectation value of S²**: 4.197
**Total charge**: +1

Löwdin atomic charge list, values in e, 2 entries:
1. Co 0.677
2. C 0.015

No. 3
Here is a structure of composition C30H19CrF5N2S4Se from OMol25. Energies are from wB97M-V/def2-TZVPD.

Geometry (Å):
Cr (-0.635, 0.580, -0.235)
S (1.421, 1.115, -0.725)
C (2.360, -0.376, -0.768)
C (3.702, -0.351, -1.137)
C (4.467, -1.506, -1.083)
C (3.908, -2.699, -0.650)
C (2.571, -2.737, -0.285)
C (1.805, -1.583, -0.356)
S (0.081, -1.646, 0.101)
C (-0.562, -2.395, -1.439)
C (-0.971, -1.443, -2.528)
C (-1.455, -1.935, -3.736)
C (-1.884, -1.042, -4.698)
C (-1.804, 0.319, -4.442)
C (-1.302, 0.739, -3.224)
C (-1.126, 2.200, -2.924)
S (-1.262, 2.684, -1.176)
C (-3.021, 2.777, -0.926)
C (-3.652, 4.004, -1.097)
C (-5.013, 4.125, -0.879)
C (-5.731, 3.004, -0.472)
C (-5.102, 1.789, -0.284)
C (-3.724, 1.640, -0.505)
S (-2.973, 0.091, -0.254)
N (-0.908, -0.135, -2.292)
H (4.147, 0.587, -1.443)
H (5.516, -1.466, -1.345)
H (4.518, -3.588, -0.556)
H (2.130, -3.650, 0.096)
H (-1.420, -3.009, -1.159)
H (0.209, -3.068, -1.817)
H (-1.506, -3.003, -3.897)
H (-2.282, -1.399, -5.639)
H (-2.134, 1.045, -5.173)
H (-1.814, 2.807, -3.512)
H (-0.106, 2.483, -3.198)
H (-3.061, 4.863, -1.392)
H (-5.505, 5.080, -1.007)
H (-6.794, 3.083, -0.282)
H (-5.666, 0.929, 0.052)
Se (1.857, -0.513, 2.800)
C (3.304, -1.710, 2.768)
C (4.610, -1.298, 2.462)
C (5.628, -2.225, 2.364)
N (5.477, -3.542, 2.541)
C (4.241, -3.936, 2.850)
C (3.154, -3.088, 2.977)
H (4.812, -0.250, 2.283)
H (6.633, -1.892, 2.116)
H (4.106, -5.004, 3.005)
H (2.181, -3.493, 3.224)
F (-1.838, -0.903, 2.393)
C (-1.427, 0.337, 2.710)
C (-0.835, 1.144, 1.749)
C (-0.419, 2.382, 2.208)
F (0.182, 3.251, 1.364)
C (-0.583, 2.815, 3.512)
F (-0.165, 4.033, 3.896)
C (-1.188, 1.978, 4.428)
F (-1.354, 2.371, 5.698)
C (-1.612, 0.725, 4.023)
F (-2.186, -0.095, 4.915)

**HOMO energy (alpha / beta)**: -0.12685 / -0.12675 Eh
**2S+1**: 2
**Gap between HOMO and LUMO (alpha / beta)**: 5.09 / 5.40 eV
**Maximum force**: 0.411 eV/Å
**Expectation value of S²**: 0.778
**Total charge**: -1

Löwdin atomic charge list, values in e, 2 entries:
1. Cr -0.105
2. S 0.719

No. 4
Here is a structure of composition C30H19N9PdS in a non-equilibrium geometry from OMol25. Energies are from wB97M-V/def2-TZVPD.

Geometry (Å):
Pd (-0.557, 0.383, -1.172)
N (-1.807, -8.388, 3.955)
C (-1.651, -7.392, 3.409)
C (-1.464, -6.175, 2.716)
C (-1.754, -4.960, 3.337)
C (-1.588, -3.779, 2.641)
C (-1.123, -3.793, 1.329)
C (-0.812, -5.008, 0.723)
C (-0.989, -6.195, 1.404)
C (-0.951, -2.537, 0.565)
C (-2.101, -1.934, 0.052)
C (-3.435, -2.354, 0.299)
C (-4.262, -1.434, -0.300)
C (-3.425, -0.498, -0.924)
N (-2.137, -0.792, -0.728)
C (0.356, -2.063, 0.411)
C (1.527, -2.615, 0.991)
C (2.580, -1.830, 0.578)
C (2.033, -0.832, -0.240)
N (0.708, -0.960, -0.336)
H (-2.116, -4.952, 4.355)
H (-1.821, -2.834, 3.110)
H (-0.447, -5.015, -0.293)
H (-0.768, -7.140, 0.929)
H (-3.715, -3.217, 0.869)
H (-5.335, -1.408, -0.299)
H (-3.754, 0.342, -1.509)
H (1.561, -3.467, 1.642)
H (3.621, -1.932, 0.819)
H (2.582, -0.066, -0.764)
N (2.298, 3.531, -0.703)
C (3.147, 3.642, -1.786)
C (4.170, 4.590, -1.785)
C (5.014, 4.718, -2.873)
C (4.869, 3.892, -3.980)
C (3.862, 2.943, -3.994)
C (3.001, 2.821, -2.915)
S (1.617, 1.719, -3.022)
N (1.001, 1.701, -1.471)
C (1.293, 2.600, -0.525)
C (0.573, 2.577, 0.707)
C (0.850, 3.408, 1.824)
C (0.088, 3.308, 2.957)
C (-0.960, 2.377, 3.017)
C (-1.177, 1.591, 1.901)
N (-0.459, 1.686, 0.799)
H (2.456, 4.180, 0.053)
H (4.295, 5.238, -0.928)
H (5.789, 5.468, -2.859)
H (5.526, 4.000, -4.829)
H (3.721, 2.301, -4.849)
H (1.662, 4.119, 1.808)
H (0.287, 3.943, 3.808)
H (-1.580, 2.278, 3.893)
H (-1.976, 0.859, 1.878)
N (-5.846, 3.203, -3.276)
C (-4.731, 3.118, -2.999)
N (-3.486, 3.128, -2.679)
C (-2.609, 2.286, -2.453)
N (-1.651, 1.621, -2.289)

**HOMO energy**: -0.29191 Eh
**2S+1**: 1
**Gap between HOMO and LUMO**: 6.48 eV
**Maximum force**: 4.292 eV/Å
**Total charge**: 0

Löwdin atomic charge list, values in e, 2 entries:
1. Pd 0.925
2. N 0.166

For each record above, in turn, the calculated E values are -72262.13744 -85049.58985 -185096.89400 -59142.86946 eV.